(1)
A 2-piece molecular cluster, C4H5NO2 overall in a non-equilibrium geometry, computed with ωB97M-V/def2-TZVPD.

CARTESIAN COORDINATES (ANGSTROEM)
O1 0.637 1.814 -1.036
O2 -3.079 1.441 -0.412
C1 0.735 -1.027 -1.107
N1 0.397 -0.855 1.309
C2 -2.309 1.011 0.301
H1 0.943 -0.490 -2.025
C3 0.678 1.154 -0.024
H2 0.708 -2.112 -1.142
H3 0.821 1.637 0.963
H4 0.239 -1.854 1.318
C4 0.564 -0.334 0.021
H5 -0.333 -0.385 1.833

2S+1: 1
relative energy (zero: lowest compared OMol25 entry of this formula, charge and spin): 139.6 kJ/mol
largest force on an atom: 1.47 eV/Å
orbital gap: 9.22 eV

=====

(2)
C15H19N3O3 in the gas phase, computed with ωB97M-V/def2-TZVPD.

CARTESIAN COORDINATES (ANGSTROEM)
C1 -3.733 2.780 0.278
H1 3.174 2.953 1.007
H2 2.546 0.028 -0.819
C2 3.247 -0.155 0.030
H3 5.857 -1.042 -1.695
N1 1.222 -1.434 0.717
O1 4.328 -0.915 -0.401
C3 -2.704 3.576 -0.199
C4 -2.820 -2.596 -0.153
C5 0.109 -0.690 0.947
H4 -3.824 -4.370 0.449
C6 -1.515 2.996 -0.609
C7 -1.121 -1.280 0.391
H5 -3.277 -4.374 -1.227
H6 -4.665 3.229 0.588
O2 0.131 0.340 1.596
C8 2.523 -0.978 1.126
C9 -2.367 0.835 -0.027
H7 2.381 2.344 -0.472
H8 -0.427 1.173 -0.878
N2 -2.228 -0.559 0.061
H9 -0.717 3.612 -0.994
C10 5.068 -0.334 -1.457
H10 -0.876 -3.474 0.467
H11 3.157 -1.828 1.377
C11 2.708 2.087 0.544
H12 -4.679 -3.394 -0.759
H13 2.392 -0.346 2.007
C12 -1.345 1.626 -0.537
H14 5.502 0.620 -1.152
O3 3.701 1.084 0.508
H15 4.431 -0.178 -2.337
H16 -2.830 4.646 -0.258
N3 -3.244 -1.349 -0.268
H17 1.169 -2.228 0.100
C13 -3.705 -3.755 -0.441
C14 -3.569 1.411 0.366
H18 1.835 1.780 1.129
C15 -1.478 -2.612 0.260
H19 -4.357 0.774 0.735

2S+1: 1
relative energy (zero: lowest compared OMol25 entry of this formula, charge and spin): 198.0 kJ/mol
largest force on an atom: 0.97 eV/Å
orbital gap: 9.39 eV

=====

(3)
A 13-piece molecular cluster, C15H56N10O13 overall in a non-equilibrium geometry, computed with ωB97M-V/def2-TZVPD.

CARTESIAN COORDINATES (ANGSTROEM)
C1 -2.812 1.722 -3.407
N1 2.808 2.749 0.027
C2 -0.015 -4.884 -1.828
O1 -3.294 -2.466 1.541
H1 1.762 4.046 0.658
C3 1.049 0.306 2.748
H2 -0.880 -2.351 2.378
H3 0.754 -0.327 -1.892
H4 -2.982 0.645 2.973
O2 0.501 1.474 -0.064
N2 0.959 4.577 1.062
H5 -1.027 -6.195 -3.205
N3 -1.548 0.413 0.076
C4 -3.171 1.572 2.440
O3 -0.539 5.066 2.838
C5 2.070 -0.232 3.706
N4 -3.465 -1.150 -0.800
H6 -2.108 1.546 -1.544
H7 -4.062 -0.386 -1.129
C6 3.387 -0.756 -0.575
C7 3.734 2.665 0.987
N5 -2.020 -2.659 -1.090
H8 1.862 -2.984 -0.071
O4 5.099 3.064 0.818
H9 1.548 2.970 -4.072
H10 0.364 0.604 -4.620
H11 2.541 -0.983 -1.261
H12 -3.265 -2.781 4.790
N6 -0.020 -0.535 -1.204
H13 -3.702 -1.578 0.119
C8 -2.820 -2.445 2.830
H14 2.282 2.122 2.320
H15 -0.102 2.786 -3.552
N7 1.904 4.711 3.026
H16 1.641 4.715 4.040
H17 0.051 4.397 0.557
H18 -2.246 -0.315 -0.202
H19 1.752 -0.205 4.711
O5 -2.090 2.310 2.016
H20 -0.103 -4.581 -0.718
H21 -1.921 1.361 -3.736
H22 3.260 2.837 -0.892
H23 -3.189 2.545 -4.039
O6 0.060 -2.324 0.894
H24 1.239 -3.621 -2.718
H25 -1.677 -6.368 -1.644
C9 1.375 -2.779 0.873
H26 -3.677 2.181 3.160
H27 2.406 -1.278 3.580
H28 -0.096 1.912 2.555
H29 1.456 0.293 1.775
O7 4.359 -0.053 -1.276
H30 2.113 -2.075 1.333
H31 -0.082 -0.897 -3.765
H32 3.844 2.445 3.026
H33 -0.005 -1.624 0.221
H34 1.271 2.146 -2.523
H35 1.052 -0.927 -5.150
H36 -2.072 -4.986 -2.637
O8 0.282 -3.722 -2.619
H37 -3.559 0.953 -3.497
H38 0.838 -5.596 -1.880
H39 3.117 -0.279 0.354
H40 -4.573 -2.663 3.654
H41 2.625 4.033 2.685
C10 0.939 2.989 -3.187
C11 -1.250 -5.625 -2.339
H42 -1.864 -2.737 -0.099
H43 3.024 0.341 3.796
H44 0.235 4.406 -2.112
H45 -1.829 1.116 0.826
H46 -3.837 1.350 1.584
N8 -1.558 -2.435 3.182
H47 3.909 -1.664 -0.207
H48 -0.669 -1.297 -1.565
H49 0.157 -0.309 2.742
N9 -3.612 -2.569 3.882
O9 0.713 1.661 3.030
H50 -1.457 -3.254 -1.745
O10 -2.840 -1.629 -3.061
C12 -2.843 -1.846 -1.710
C13 0.732 -0.368 -4.312
N10 3.225 2.483 2.161
O11 -2.560 2.207 -2.104
C14 -0.352 0.520 -0.441
H51 -1.198 -2.706 4.119
H52 3.891 0.699 -1.689
H53 1.863 2.347 0.006
O12 1.718 -0.119 -3.341
H54 2.577 -0.092 -3.754
O13 1.089 4.236 -2.463
H55 1.292 -3.767 1.433
H56 -2.455 3.205 1.852
C15 0.732 4.720 2.350

2S+1: 1
relative energy (zero: lowest compared OMol25 entry of this formula, charge and spin): 571.6 kJ/mol
largest force on an atom: 8.46 eV/Å
orbital gap: 8.39 eV

=====

(4)
A 2-piece molecular cluster, C5H12S overall in a non-equilibrium geometry, computed with ωB97M-V/def2-TZVPD.

CARTESIAN COORDINATES (ANGSTROEM)
H1 2.188 -0.924 -2.046
C1 -1.719 0.046 0.256
H2 -2.941 0.721 -1.638
C2 -2.895 -0.095 1.217
H3 -3.845 0.136 0.859
H4 1.166 -1.204 -0.558
H5 1.770 1.318 -0.258
H6 -0.686 0.354 0.721
H7 -2.859 0.549 2.297
C3 2.482 0.484 -0.295
H8 -1.537 -0.895 -0.285
H9 3.852 -1.023 0.189
H10 -2.888 -1.124 1.622
H11 0.737 0.041 -1.547
C4 1.610 -0.461 -1.179
C5 3.566 0.039 0.391
H12 3.948 0.577 1.206
S1 -1.950 1.463 -0.949

2S+1: 1
relative energy (zero: lowest compared OMol25 entry of this formula, charge and spin): 225.6 kJ/mol
largest force on an atom: 4.95 eV/Å
orbital gap: 10.04 eV

=====

(5)
A 22-piece molecular cluster, C2H46O23 overall in a non-equilibrium geometry, computed with ωB97M-V/def2-TZVPD.

CARTESIAN COORDINATES (ANGSTROEM)
O1 0.968 -3.885 2.002
O2 1.816 1.225 -2.195
H1 1.617 1.355 -3.125
O3 -1.239 0.530 -3.667
H2 -0.375 -1.853 2.642
O4 -1.709 3.219 -2.313
O5 2.181 -2.050 -0.092
H3 0.952 1.406 -1.750
O6 -1.119 2.974 1.304
O7 -3.442 1.710 -0.438
H4 1.778 -4.305 1.689
O8 0.111 -1.243 1.405
H5 -3.623 -0.689 -0.153
H6 -4.585 0.201 -2.856
H7 1.896 -0.377 -2.573
H8 1.092 -0.458 2.648
H9 -3.810 0.969 -1.883
C1 0.378 0.034 0.940
H10 -1.401 0.332 -0.298
H11 -1.662 -0.657 1.368
H12 -4.140 1.387 0.133
C2 -0.308 0.424 -0.363
O9 -3.858 0.857 -2.856
H13 0.360 4.642 -1.617
H14 -1.352 -1.169 -2.933
H15 -0.103 -2.831 3.827
H16 -2.947 -1.742 -0.898
O10 1.587 -0.280 3.448
H17 3.742 1.185 -0.424
H18 0.812 -3.522 -2.540
O11 -0.797 -2.264 3.450
H19 0.062 0.849 1.688
O12 -0.198 1.704 -0.805
O13 0.997 4.036 -1.262
O14 2.949 1.808 2.648
H20 -1.134 -2.284 -1.844
H21 -0.964 -3.691 0.031
H22 -2.650 1.839 0.087
O15 0.491 2.665 3.500
O16 -3.827 -1.436 -0.773
H23 1.308 -1.732 0.210
H24 -1.033 0.884 -2.795
H25 3.418 2.567 2.883
H26 -2.153 0.870 -3.741
H27 -1.349 2.663 -1.576
H28 3.619 -1.817 2.796
H29 0.286 1.917 4.085
O17 -2.559 -0.472 1.693
H30 0.510 3.215 -0.944
O18 1.653 -1.232 -2.895
H31 -0.599 -2.219 0.298
H32 0.942 -3.147 1.435
H33 2.620 -1.403 -0.622
H34 -2.645 2.993 -2.146
H35 -0.538 2.776 2.030
H36 1.453 0.099 0.885
H37 2.439 0.114 3.184
H38 -0.660 2.318 0.706
H39 0.965 -1.086 -3.511
O19 -1.475 -2.120 -2.768
H40 3.287 -1.704 1.452
O20 3.951 -1.379 2.025
H41 1.142 -2.979 -1.175
H42 1.351 2.390 3.101
H43 2.915 1.865 1.682
O21 -1.249 -2.798 -0.144
H44 -2.643 -1.214 2.245
O22 0.826 -3.795 -1.632
H45 2.444 2.036 -0.676
O23 3.248 2.032 -0.091
H46 -0.010 -0.228 -1.145

2S+1: 1
relative energy (zero: lowest compared OMol25 entry of this formula, charge and spin): 93.5 kJ/mol
total charge: -2
largest force on an atom: 2.99 eV/Å
orbital gap: 8.40 eV

=====

Among the records above, which one has the lowest orbital gap? C15H56N10O13